No. 1
The following is a quantum chemistry calculation of an isolated molecule of C2H3N2O2P, from the OMol25 dataset.

## Properties
E_LUMO (spin up / spin down): -0.004 / -0.004 hartree
HOMO energy (spin up / spin down): -8.18 / -8.18 eV
Gap between HOMO and LUMO (spin up / spin down): 8.1 / 8.1 eV
ΔE to the lowest compared entry with this formula, charge and spin: 43.39 kcal per mole
Energy: -679.31511 a.u.

```
! RIJCOSX wB97M-V def2-TZVPD def2/J DEFGRID3
* xyz 0 1
C -0.157 1.011 0.442
C -0.786 -1.103 -0.728
N -1.037 0.117 -0.345
N 1.097 0.543 0.696
O -0.611 2.090 0.656
O -1.141 -2.016 -1.323
P 1.568 -1.091 0.453
H -1.983 0.335 -0.445
H 1.379 1.114 1.486
H 1.671 -0.999 -0.892
*
```

No. 2
The following is a quantum chemistry calculation of an isolated molecule of C2H3N2OP, from the OMol25 dataset.

## Properties
E_LUMO: -0.006 hartree
HOMO energy: -9.03 eV
Gap between HOMO and LUMO: 8.9 eV
ΔE to the lowest compared entry with this formula, charge and spin: 77.07 kcal per mole
Structure (SMILES): O=C/N=N\C#[PH2]
Energy: -603.97896 a.u.

```
! RIJCOSX wB97M-V def2-TZVPD def2/J DEFGRID3
* xyz 0 1
O 1.523 -1.059 0.260
C 2.111 -0.090 -0.235
N 1.426 1.092 -0.428
N 0.245 0.968 -0.310
C -0.727 0.435 0.194
P -2.374 -0.080 -0.262
H 3.242 -0.052 -0.260
H -3.119 0.210 1.005
H -2.328 -1.424 0.036
*
```

No. 3
The following is a quantum chemistry calculation of an isolated ion of composition C2H3N2OS and charge -1, from the OMol25 dataset.

## Properties
E_LUMO (spin up / spin down): 0.137 / 0.160 hartree
HOMO energy (spin up / spin down): -2.23 / -3.45 eV
Gap between HOMO and LUMO (spin up / spin down): 6.0 / 7.8 eV
ΔE to the lowest compared entry with this formula, charge and spin: 91.00 kcal per mole
Energy: -660.80922 a.u.

```
! RIJCOSX wB97M-V def2-TZVPD def2/J DEFGRID3
* xyz -1 1
C 0.724 -1.169 0.450
C 0.353 0.144 0.789
N -1.485 -0.413 -2.385
N -0.085 1.047 -0.128
O 0.055 2.341 0.067
S -1.320 0.845 -1.540
H 0.785 -1.724 1.448
H 0.750 0.553 1.706
H 0.223 -1.625 -0.407
*
```

No. 4
The following is a quantum chemistry calculation of a 2-piece molecular cluster, C2H3N2P overall, from the OMol25 dataset.

## Properties
E_LUMO: 0.026 hartree
HOMO energy: -7.16 eV
Gap between HOMO and LUMO: 7.9 eV
ΔE to the lowest compared entry with this formula, charge and spin: 70.43 kcal per mole
Energy: -528.72942 a.u.

```
! RIJCOSX wB97M-V def2-TZVPD def2/J DEFGRID3
* xyz 0 1
C -0.452 1.353 0.247
C 2.293 -1.062 -0.061
N -1.290 0.503 0.301
N 1.774 -0.136 0.356
P -2.108 -0.788 0.200
H -0.135 2.377 0.574
H 2.724 -1.833 -0.647
H -2.807 -0.414 -0.970
*
```

No. 5
The following is a quantum chemistry calculation of C2H3N2S as an isolated structure, from the OMol25 dataset.

## Properties
E_LUMO (spin up / spin down): -0.252 / -0.252 hartree
HOMO energy (spin up / spin down): -15.49 / -15.48 eV
Gap between HOMO and LUMO (spin up / spin down): 8.6 / 8.6 eV
ΔE to the lowest compared entry with this formula, charge and spin: 39.52 kcal per mole
Energy: -585.26643 a.u.

```
! RIJCOSX wB97M-V def2-TZVPD def2/J DEFGRID3
* xyz 1 1
C 1.026 0.564 -1.556
C 0.202 0.208 -0.463
N 2.067 1.916 -0.695
N 0.457 0.725 0.717
S 1.567 1.991 0.739
H -0.612 -0.451 -0.318
H 0.394 0.695 -2.433
H -0.218 1.024 1.440
*
```

No. 6
The following is a quantum chemistry calculation of an isolated molecule of C2H3N3, from the OMol25 dataset.

## Properties
E_LUMO: 0.031 hartree
HOMO energy: -9.19 eV
Gap between HOMO and LUMO: 10.0 eV
ΔE to the lowest compared entry with this formula, charge and spin: 35.76 kcal per mole
Structure (SMILES): c1nc[nH]n1
Energy: -242.21570 a.u.

```
! RIJCOSX wB97M-V def2-TZVPD def2/J DEFGRID3
* xyz 0 1
C -0.474 0.125 -1.253
N -0.226 1.114 -0.421
C 0.149 0.578 0.717
N 0.169 -0.765 0.677
N -0.217 -1.237 -0.503
H -0.255 0.361 -2.320
H 0.374 1.129 1.607
H 0.480 -1.304 1.497
*
```

No. 7
The following is a quantum chemistry calculation of an isolated molecule of C2H3N3, from the OMol25 dataset.

## Properties
E_LUMO: 0.035 hartree
HOMO energy: -10.12 eV
Gap between HOMO and LUMO: 11.1 eV
ΔE to the lowest compared entry with this formula, charge and spin: 24.61 kcal per mole
Structure (SMILES): c1c[nH]nn1
Energy: -242.23347 a.u.

```
! RIJCOSX wB97M-V def2-TZVPD def2/J DEFGRID3
* xyz 0 1
C 1.047 -0.121 -0.091
C 0.038 0.785 0.025
N -1.071 0.007 0.243
N -0.729 -1.301 0.221
N 0.534 -1.385 0.040
H 2.099 0.024 -0.273
H 0.052 1.868 0.059
H -1.961 0.103 -0.218
*
```

No. 8
The following is a quantum chemistry calculation of an isolated molecule of C2H3N3, from the OMol25 dataset.

## Properties
E_LUMO: 0.021 hartree
HOMO energy: -8.71 eV
Gap between HOMO and LUMO: 9.3 eV
ΔE to the lowest compared entry with this formula, charge and spin: 56.79 kcal per mole
Energy: -242.18217 a.u.

```
! RIJCOSX wB97M-V def2-TZVPD def2/J DEFGRID3
* xyz 0 1
C -0.037 -0.308 0.007
C -1.160 0.675 0.059
N -2.351 0.323 -0.046
N -3.295 -0.281 0.004
N 1.121 0.200 0.003
H -0.448 -1.404 -0.039
H -0.996 1.650 -0.171
H 1.899 -0.412 -0.142
*
```